{
  "formula": "C4H13NO2",
  "method": "ωB97M-V with the def2-TZVPD basis set",
  "elements": ["C", "C", "C", "O", "C", "N", "H", "H", "H", "H", "H", "H", "H", "H", "H", "H", "H", "H", "H", "O"],
  "xyz": [[0.5136, 0.5202, -0.3989], [-0.0721, 1.7067, 0.4814], [0.0358, 2.9704, -0.1966], [0.5889, 1.8129, 1.8428], [0.4142, -0.7950, 0.3502], [-0.8919, -1.4832, 0.3398], [-0.1164, 0.5811, -1.4673], [1.5831, 0.8121, -0.4964], [-1.2907, 1.5848, 0.5478], [0.3507, 2.8634, -1.3160], [0.7979, 3.5602, 0.1341], [-0.9586, 3.6664, -0.2501], [1.5510, 1.7475, 1.7596], [1.1342, -1.4294, -0.1253], [0.8862, -0.5499, 1.4401], [-1.4507, -0.9264, -0.3168], [-0.7667, -2.3135, -0.2784], [-0.9864, -4.6916, -1.4303], [-0.4565, -5.1970, -0.1038], [-0.8656, -4.4397, -0.5161]],
  "atomic_forces_ev_per_a": [[-1.934, 1.788, -0.180], [-2.044, -2.300, 1.102], [-2.628, 2.748, -4.804], [-1.582, -0.307, -1.476], [1.226, 0.315, 1.445], [0.273, 0.464, -1.372], [1.927, -0.405, 2.681], [-0.466, -0.339, -0.570], [3.153, -0.476, 0.930], [-0.810, -0.130, 1.633], [2.017, 1.758, 1.417], [2.310, -1.701, 0.380], [-0.299, -0.099, -0.474], [0.569, -0.696, -0.058], [-1.469, -0.802, -2.235], [-0.299, 0.081, 0.595], [-0.003, 0.038, 1.134], [-0.070, -0.357, -0.957], [0.464, -0.851, 0.359], [-0.334, 1.271, 0.451]],
  "molar_mass_g_mol": 107.15,
  "relative_energy_kcal_mol": 51.80,
  "gap_ha": [0.07643, 0.33216],
  "charge": -1,
  "energy_ha": -365.30851,
  "fmax_ha_per_bohr": 0.119,
  "spin_multiplicity": 2,
  "lumo_ev": [3.16, 3.06]
}

---

{
  "formula": "C9H14",
  "method": "ωB97M-V with the def2-TZVPD basis set",
  "elements": ["C", "C", "H", "H", "H", "H", "H", "H", "C", "C", "C", "C", "C", "C", "C", "H", "H", "H", "H", "H", "H", "H", "H"],
  "xyz": [[-1.5951, -2.9539, 0.1964], [-2.6118, -1.9876, 0.7902], [-1.9103, -3.9871, 0.3278], [-1.4516, -2.7399, -0.8659], [-0.6326, -2.9518, 0.6964], [-3.0932, -2.3814, 1.6796], [-3.4936, -1.8913, 0.1453], [-2.1747, -1.0489, 1.1235], [1.2030, -1.1768, -1.2853], [-0.4009, 0.4835, -0.2669], [0.9524, 0.1258, -0.6404], [-0.6523, 1.6662, 0.4286], [0.3976, 2.5026, 0.7320], [2.0073, 0.9712, -0.3460], [1.7271, 2.1190, 0.3687], [-1.2321, -0.0067, -0.7477], [-1.6270, 1.8883, 0.8270], [0.5101, -1.5498, -2.0428], [1.0863, -1.9682, -0.5161], [0.1423, 3.4580, 1.1781], [3.0280, 0.7038, -0.5480], [2.5438, 2.6994, 0.7981], [2.2126, -1.2880, -1.6534]],
  "atomic_forces_ev_per_a": [[-0.136, -0.141, 0.042], [-0.624, -0.574, 0.419], [-0.286, -0.021, -0.374], [0.097, -0.242, 0.048], [0.246, 0.388, 0.164], [0.318, -0.293, 0.407], [0.471, 0.554, -0.246], [-0.158, 0.287, -0.378], [0.096, -0.983, 0.456], [-0.063, 1.520, -0.401], [-0.390, -0.916, -0.876], [0.094, -1.034, 0.449], [-0.390, -0.156, -0.364], [-0.249, 1.059, 0.939], [0.766, 0.004, 0.436], [-0.043, -0.583, 0.291], [-0.354, 0.128, -0.430], [-0.259, 0.639, -0.048], [0.056, 0.290, 0.029], [0.514, -0.038, 0.133], [0.155, -0.134, -0.173], [-0.105, 0.043, -0.405], [0.244, 0.200, -0.117]],
  "molar_mass_g_mol": 122.21,
  "relative_energy_kcal_mol": 9.61,
  "gap_ha": [0.37969, 0.24236],
  "charge": 1,
  "energy_ha": -350.99369,
  "fmax_ha_per_bohr": 0.031,
  "spin_multiplicity": 2,
  "lumo_ev": [-4.48, -8.22]
}

---

{
  "formula": "C13H10AsClF6IrN3O6S3Sb",
  "method": "ωB97M-V with the def2-TZVPD basis set",
  "elements": ["Ir", "O", "C", "O", "C", "C", "Cl", "N", "N", "C", "C", "O", "O", "C", "C", "C", "C", "C", "C", "H", "H", "H", "H", "H", "H", "N", "C", "C", "O", "O", "H", "H", "H", "H", "S", "Sb", "S", "S", "F", "As", "F", "F", "F", "F", "F"],
  "xyz": [[-0.6506, 0.0227, -0.1251], [-0.6571, 2.4826, 5.1954], [-0.7618, 3.4339, 4.2813], [-0.8779, 4.5938, 4.5668], [-0.7556, 3.0082, 2.8455], [-0.8269, 3.8771, 1.7601], [-0.9150, 5.5570, 1.6892], [-0.8031, 3.1540, 0.6237], [-0.7272, 1.8499, 0.9213], [-0.6851, 1.7465, 2.2442], [-0.5239, 0.3582, 2.7711], [-0.4814, 0.1179, 3.9586], [-0.4302, -0.5550, 1.8394], [-0.7505, 3.6230, -0.7341], [0.4938, 3.9340, -1.2617], [0.5647, 4.3305, -2.5897], [-0.5958, 4.4204, -3.3491], [-1.8325, 4.1139, -2.7950], [-1.9185, 3.7110, -1.4711], [-0.5754, 1.5761, 4.8117], [1.3866, 3.8301, -0.6577], [1.5284, 4.5508, -3.0277], [-0.5356, 4.7251, -4.3858], [-2.7299, 4.1623, -3.3958], [-2.8658, 3.4339, -1.0286], [0.0470, 0.6923, -2.0127], [-0.9495, 0.5604, -3.0914], [-2.3465, 0.8085, -2.5468], [-3.2628, 1.1082, -3.2733], [-2.4459, 0.6542, -1.2484], [0.3480, 1.6614, -1.9183], [0.9045, 0.1759, -2.2227], [-0.9139, -0.4597, -3.4763], [-0.7372, 1.2487, -3.9070], [-0.9440, -3.2917, 2.4901], [-1.8420, -3.2268, 0.3280], [-2.9354, -1.1026, 0.7397], [-0.1044, -2.0024, -0.8853], [1.8038, 0.9869, 0.1171], [3.3357, 0.8685, -0.8040], [3.9145, 2.2377, 0.0587], [2.5957, 1.9471, -1.9794], [4.7374, 0.7432, -1.7697], [2.5773, -0.4624, -1.6745], [3.9310, -0.2203, 0.3738]],
  "atomic_forces_ev_per_a": [[0.286, 0.014, -0.199], [0.024, -0.006, -0.003], [-0.093, -0.013, -0.001], [0.034, 0.011, 0.003], [0.043, 0.023, -0.015], [0.038, 0.004, 0.023], [-0.004, 0.009, 0.000], [-0.065, -0.027, -0.023], [-0.125, -0.014, 0.126], [0.023, -0.051, -0.025], [-0.011, 0.012, -0.031], [0.006, -0.013, 0.020], [0.036, 0.083, -0.023], [0.087, 0.017, 0.026], [-0.031, 0.014, 0.007], [-0.013, 0.005, 0.000], [0.025, -0.001, 0.003], [-0.016, 0.002, -0.010], [-0.012, -0.019, 0.002], [0.002, 0.007, 0.004], [-0.010, 0.006, -0.012], [0.000, 0.001, 0.007], [0.003, 0.002, 0.003], [0.000, 0.001, 0.001], [0.000, 0.008, -0.004], [-0.119, 0.023, -0.048], [0.061, -0.006, 0.014], [-0.027, 0.008, 0.061], [0.000, -0.015, -0.018], [-0.004, -0.013, -0.040], [0.002, 0.017, -0.001], [0.023, 0.012, 0.014], [-0.004, 0.002, -0.008], [-0.013, 0.008, 0.001], [0.007, 0.003, 0.019], [-0.020, -0.090, -0.031], [-0.042, 0.064, 0.038], [-0.091, -0.068, 0.087], [-0.041, 0.026, 0.060], [0.010, 0.172, 0.019], [-0.008, -0.041, -0.008], [-0.006, -0.059, 0.006], [0.045, -0.006, 0.008], [0.014, -0.083, -0.033], [-0.018, -0.025, -0.016]],
  "molar_mass_g_mol": 938.78,
  "relative_energy_kcal_mol": 1.27,
  "gap_ha": [0.30929, 0.23800],
  "charge": 0,
  "energy_ha": -5951.52920,
  "fmax_ha_per_bohr": 0.007,
  "spin_multiplicity": 6,
  "lumo_ev": [-1.53, -3.93]
}